Record 1
A structure of composition C27H39BiN2O5. Source: the Open Molecules 2025 dataset; level of theory: ωB97M-V/def2-TZVPD.

Each line ends with the Löwdin charge.
Element x y z (Å)
O  -0.56284  2.72958  -3.14040  -0.14
C  0.32359  3.39868  -4.05695  -0.17
C  -0.77217  4.36650  -4.48770  -0.06
H  0.60217  2.64270  -4.80001  0.10
H  1.18999  3.73082  -3.47057  0.12
C  -1.66023  3.65400  -3.39929  -0.54
H  -1.16273  4.19566  -5.48431  0.11
H  -0.50594  5.38294  -4.23796  0.11
C  -2.80092  2.86355  -4.01996  -0.02
H  -2.44159  2.31951  -4.91458  0.09
H  -3.63419  3.51219  -4.30766  0.09
H  -3.14003  2.09750  -3.30828  0.08
C  -2.00242  4.44051  -2.12966  -0.01
H  -1.15103  5.04730  -1.77821  0.08
H  -2.24314  3.73133  -1.33176  0.06
H  -2.86505  5.12441  -2.22935  0.09
Bi  0.39901  -1.69103  -0.82921  1.72
C  1.00107  2.55617  1.61747  -0.11
C  1.90692  1.45849  1.56826  -0.07
C  2.18254  1.14067  0.19789  -0.16
H  2.31681  0.95833  2.44003  0.09
C  1.49074  2.08758  -0.60406  -0.11
C  0.77690  2.97740  0.26785  -0.07
H  0.20985  3.85542  -0.04939  0.09
H  0.52478  2.98889  2.50452  0.10
H  2.84429  0.36135  -0.19776  0.07
H  1.54052  2.16041  -1.68614  0.08
C  -1.72517  -0.23352  1.45379  -0.13
C  -2.00840  1.01536  0.89296  -0.10
C  -2.10076  0.85825  -0.50435  -0.13
H  -2.13298  1.94249  1.46467  0.11
C  -2.01449  -0.51986  -0.84232  -0.30
C  -1.78083  -1.23612  0.42145  -0.34
H  -2.06485  -2.26552  0.63831  0.10
H  -1.56522  -0.47186  2.50131  0.09
H  -2.21322  1.66756  -1.22092  0.06
H  -2.37175  -0.99558  -1.76929  0.09
O  0.54141  -0.99521  -3.60171  -0.33
C  -0.22084  -0.48118  -4.80549  -0.13
C  0.32433  -1.20007  -6.06129  -0.16
H  -0.20300  0.62556  -4.93191  0.09
H  -1.29244  -0.67828  -4.60493  0.11
C  1.32601  -2.24173  -5.57773  -0.16
H  0.77496  -0.44578  -6.72668  0.11
H  -0.49246  -1.62597  -6.66444  0.11
C  1.40198  -2.11827  -4.05231  -0.22
H  2.25995  -2.15956  -6.13696  0.11
H  0.99885  -3.23775  -5.84928  0.10
H  2.40787  -1.96984  -3.63998  0.11
H  1.02132  -3.01180  -3.53245  0.08
C  -1.04754  -1.75852  5.95206  -0.09
C  -0.32774  -2.93026  5.30766  -0.16
C  1.04132  -2.62308  4.63209  -0.28
C  2.09893  -2.28255  5.71366  -0.18
C  1.81314  -1.14263  6.65796  -0.10
C  1.45321  -3.97470  4.00962  -0.37
O  1.96932  -4.90428  4.58616  0.11
N  0.94639  -4.10817  2.69377  0.19
C  0.78923  -3.06416  1.82807  -0.55
O  0.56072  -3.41136  0.58821  -0.33
N  0.81898  -1.79825  2.19730  0.15
C  0.90979  -1.51067  3.54660  -0.38
O  0.83401  -0.33222  3.91850  0.03
H  -0.73557  -1.67144  7.00752  0.06
H  -2.12516  -1.98492  5.91466  0.08
H  -0.83094  -0.81470  5.42116  0.08
H  -0.11925  -3.70764  6.06515  0.13
H  -0.96742  -3.39918  4.54306  0.12
H  2.26476  -3.19596  6.30033  0.12
H  3.05371  -2.09970  5.20258  0.13
H  1.11191  -1.45078  7.44232  0.06
H  2.76280  -0.87041  7.13377  0.08
H  1.41265  -0.27533  6.12341  0.07
H  1.07560  -5.00126  2.23111  0.16

Cartesian forces, eV/Å:
-0.36 -0.06 0.60
-0.33 -1.41 0.35
-0.04 -0.07 1.13
0.48 0.45 -0.16
-0.03 0.42 -0.62
0.55 0.14 -0.68
0.17 0.40 -0.16
-0.29 0.45 -0.40
0.01 -0.26 0.16
-0.12 0.35 0.37
0.04 -0.11 0.07
-0.11 0.26 -0.12
-0.10 0.13 -0.04
-0.18 -0.29 -0.27
0.01 0.09 -0.08
0.32 -0.35 -0.24
-1.29 0.69 0.76
0.13 0.09 -1.00
-1.05 0.93 0.83
-0.76 1.38 -2.51
-0.19 0.04 -0.24
1.70 -1.92 0.63
0.06 -0.20 1.87
0.10 -0.44 0.13
0.46 -0.26 -0.43
-0.27 0.45 0.39
-0.13 -0.09 0.26
-0.50 -0.41 -0.43
0.48 -0.67 0.40
-0.10 -0.76 -0.87
0.27 -0.40 -0.42
-0.50 0.86 0.08
0.52 0.52 0.26
0.17 0.14 -0.23
0.00 0.24 -0.25
0.01 -0.32 0.15
0.36 0.38 0.47
0.18 0.14 -2.53
-0.38 -0.30 0.86
-0.58 0.91 -0.13
0.67 -0.73 0.66
0.54 -0.30 -0.10
0.03 -0.36 -0.27
0.13 -0.33 0.33
0.21 -0.05 0.42
-0.48 0.53 0.79
0.23 0.35 0.56
-0.32 -0.25 0.13
-0.11 0.30 -0.33
-0.04 0.09 -0.40
-0.28 0.13 0.22
0.14 -0.62 -0.42
0.76 -0.28 0.09
0.38 -0.46 -0.56
0.02 0.40 0.32
-0.97 0.18 -0.22
-0.22 0.60 -0.48
0.77 -0.89 0.39
-0.50 0.81 -0.62
0.59 0.23 1.30
0.24 -0.95 0.16
-0.21 1.25 0.48
0.21 -1.50 -0.37
-0.43 0.17 -0.60
0.31 0.35 0.13
-0.28 -0.40 0.35
-0.11 0.20 -0.34
0.06 0.13 0.21
-0.10 0.10 -0.23
-0.14 0.04 -0.02
0.31 0.22 -0.13
-0.25 0.08 0.05
0.15 -0.16 0.28
0.00 0.00 0.25

- E (eV) = -47684.170
- multiplicity = 1
- HOMO energy (alpha / beta) (eV) = -7.536 / -6.923
- orbital gap (alpha / beta) (eV) = 6.75 / 5.80

Record 2
A structure of composition C27H39BrLuN7OSSi2. Source: the Open Molecules 2025 dataset; level of theory: ωB97M-V/def2-TZVPD.

Each line ends with the Löwdin charge.
Element x y z (Å)
Lu  -0.17915  -0.19666  -0.09132  1.68
N  1.21062  -3.11396  -3.47368  0.20
C  0.00952  -2.98645  -4.14321  -0.17
C  -0.51786  -3.67382  -5.22906  0.00
C  -1.75037  -3.25489  -5.68236  -0.05
C  -2.41069  -2.16866  -5.08969  -0.05
C  -1.88484  -1.49197  -4.01050  -0.02
C  -0.66159  -1.93400  -3.50102  -0.20
N  0.12522  -1.47089  -2.44600  0.09
C  1.23241  -2.18788  -2.49334  -0.29
C  2.38556  -1.92218  -1.65601  -0.32
C  3.67541  -2.24994  -1.94808  -0.31
S  4.72187  -1.63711  -0.75194  1.13
C  3.38319  -0.96616  0.05563  -0.45
N  2.22436  -1.18457  -0.50475  -0.05
H  1.92492  -3.79517  -3.67016  0.18
H  0.01727  -4.48487  -5.70475  0.12
H  -2.20621  -3.75772  -6.52394  0.12
H  -3.35860  -1.84873  -5.50162  0.12
H  -2.39791  -0.63203  -3.60543  0.08
H  4.05930  -2.77256  -2.80927  0.09
H  3.50072  -0.42271  0.97793  0.06
C  -3.62687  2.90386  3.94632  -0.02
C  -2.78072  1.69949  3.66627  -0.23
C  -2.72207  0.60057  4.51677  0.02
C  -1.89149  -0.47155  4.21236  -0.06
C  -1.17435  -0.38635  3.04486  -0.68
Br  0.07107  -1.76938  2.54228  0.82
N  -1.22949  0.61555  2.18040  -0.04
C  -2.01539  1.64471  2.50362  -0.09
H  -4.10674  2.84195  4.91975  0.09
H  -4.39823  3.01622  3.18222  0.09
H  -3.01693  3.80798  3.92147  0.10
H  -3.31767  0.57485  5.42025  0.14
H  -1.81233  -1.33650  4.85504  0.12
H  -2.04581  2.46195  1.79198  0.12
C  3.63905  3.31110  3.85044  0.01
N  2.81554  2.58214  2.90015  -0.07
C  2.20503  3.16417  1.72313  0.00
C  1.53670  1.94221  1.12929  -0.48
O  0.88069  1.89540  0.07415  -0.11
N  1.73836  0.87206  1.90357  0.09
C  2.49518  1.28868  2.94393  -0.39
N  2.89268  0.46012  3.89973  0.25
H  3.94609  4.25027  3.39903  0.11
H  4.54078  2.74903  4.09659  0.10
H  3.09346  3.52817  4.77025  0.11
H  2.94269  3.59478  1.04268  0.16
H  1.47312  3.93527  1.97430  0.16
H  2.58857  -0.49841  3.87006  0.10
H  3.42732  0.77234  4.69210  0.12
C  -4.55281  -2.52900  -1.54323  -0.17
Si  -3.56556  -1.78816  -0.11664  0.40
C  -4.75442  -1.33098  1.27279  -0.17
C  -2.44288  -3.20759  0.49621  -0.21
C  -2.47098  -0.38604  -0.74694  -0.53
Si  -3.32991  1.25435  -1.12260  0.40
C  -4.27270  1.17969  -2.75640  -0.17
C  -4.49618  1.87705  0.23047  -0.17
C  -1.96268  2.56005  -1.36259  -0.20
H  -5.23245  -3.30345  -1.18008  0.04
H  -3.88947  -2.98753  -2.28098  0.03
H  -5.15694  -1.77901  -2.05840  0.02
H  -5.13575  -2.23172  1.75838  0.04
H  -5.61522  -0.78535  0.88135  0.03
H  -4.28790  -0.70847  2.04175  0.01
H  -2.89501  -4.17193  0.25297  0.04
H  -2.30049  -3.19660  1.57847  -0.01
H  -1.45774  -3.18483  0.01469  -0.01
H  -2.26099  -0.76522  -1.75735  -0.07
H  -4.78485  0.22369  -2.88411  0.02
H  -3.60040  1.31758  -3.60688  0.03
H  -5.02961  1.96479  -2.81405  0.04
H  -5.49580  1.45721  0.10564  0.04
H  -4.58753  2.96490  0.18450  0.04
H  -4.16263  1.60166  1.22945  -0.01
H  -1.29500  2.27173  -2.18216  0.03
H  -1.35692  2.71790  -0.46490  -0.01
H  -2.39296  3.52819  -1.62934  0.04

Cartesian forces, eV/Å:
-0.61 0.25 -0.31
0.14 0.00 0.06
-0.26 0.22 0.13
0.02 -0.05 -0.06
0.10 -0.04 0.02
-0.09 0.04 -0.01
0.00 0.03 -0.04
-0.06 -0.16 -0.23
0.34 0.46 0.89
-0.30 -0.01 -0.20
0.45 -0.09 -0.06
-0.04 -0.01 0.06
-0.26 0.07 0.06
0.28 -0.15 0.11
-0.62 0.14 -0.10
0.01 0.00 0.03
-0.02 0.00 0.01
0.00 0.01 0.00
0.01 0.02 0.02
0.00 -0.06 -0.04
-0.02 -0.01 0.01
-0.05 0.01 -0.01
0.02 0.07 -0.06
0.07 -0.05 0.03
0.06 0.04 -0.13
0.00 -0.12 0.07
0.28 -0.07 -0.21
-0.37 -0.08 0.00
0.21 -0.37 -0.29
-0.02 0.11 -0.09
-0.01 -0.02 0.00
-0.02 -0.03 0.03
-0.03 0.01 0.03
0.00 0.02 0.01
-0.01 0.01 0.01
0.00 -0.02 -0.02
0.01 0.00 0.19
0.08 -0.12 0.09
-0.10 0.07 -0.24
0.24 -0.06 0.31
-0.49 -0.48 -0.31
0.04 0.03 -0.11
0.00 0.28 -0.02
0.03 -0.03 0.05
0.00 0.00 -0.01
0.00 -0.01 -0.07
-0.03 0.02 -0.04
-0.02 -0.02 -0.02
-0.02 -0.01 -0.03
-0.04 -0.01 0.00
0.00 0.01 0.01
0.03 0.17 0.17
0.29 -0.23 -0.18
0.16 0.07 -0.12
-0.26 0.16 0.01
0.44 0.31 0.52
0.31 -0.04 -0.08
0.04 -0.02 0.18
0.10 -0.16 -0.14
-0.32 -0.16 0.09
0.02 -0.01 0.01
0.01 0.02 0.00
-0.01 -0.04 0.02
0.03 -0.04 -0.03
0.02 0.01 0.03
0.01 -0.01 0.01
0.02 0.00 -0.02
0.05 0.03 0.00
0.02 -0.06 -0.02
0.06 -0.02 0.13
-0.01 0.04 0.00
0.00 0.00 -0.01
0.03 0.03 0.01
0.00 0.02 -0.03
0.00 0.00 -0.04
-0.04 -0.02 0.02
0.05 0.01 0.02
0.02 0.05 -0.03
0.03 0.01 -0.02

- E (eV) = -171357.280
- net charge = +2
- multiplicity = 1
- HOMO energy (eV) = -12.903
- orbital gap (eV) = 7.88